#A
{"formula": "C5H13N4", "method": "wB97M-V/def2-TZVPD", "elements": ["H", "N", "C", "N", "C", "N", "C", "C", "C", "N", "H", "H", "H", "H", "H", "H", "H", "H", "H", "H", "H", "H"], "coordinates": [[-2.153, 0.086, -0.086], [-2.119, 0.193, 0.889], [-1.015, -0.162, 1.362], [-0.684, -0.228, 2.689], [0.174, -0.467, 0.396], [0.184, -1.960, 0.558], [0.233, 0.145, -1.028], [1.056, -0.717, -1.916], [0.484, 1.615, -1.082], [0.044, 2.413, -0.187], [0.063, -0.764, 3.096], [-1.526, 0.084, 3.241], [1.058, -0.128, 0.868], [-0.796, -2.283, 0.182], [1.019, -2.456, 0.230], [-0.957, 0.062, -1.445], [0.535, -1.723, -2.028], [2.081, -0.847, -1.482], [1.242, -0.377, -3.037], [1.363, 1.997, -1.620], [0.320, 3.413, -0.121], [-0.604, 2.103, 0.521]], "molar_mass_g_mol": 129.19, "homo_lumo_gap_ha": 0.29125, "charge": 1}



#B
{"formula": "C5H13N4", "method": "wB97M-V/def2-TZVPD", "elements": ["C", "C", "C", "C", "C", "N", "N", "N", "N", "H", "H", "H", "H", "H", "H", "H", "H", "H", "H", "H", "H", "H"], "coordinates": [[0.030, 0.308, 0.217], [1.009, 2.156, 0.865], [1.490, -0.775, -1.328], [-1.456, -1.802, 1.032], [-2.431, -0.308, -0.647], [-0.166, 1.402, 0.877], [1.285, 0.025, -0.124], [-1.290, -1.074, -0.261], [2.084, 1.166, 0.148], [0.729, 3.157, 0.346], [1.347, 2.473, 1.883], [2.452, -0.658, -1.737], [1.509, -1.846, -1.080], [0.819, -0.653, -2.170], [-0.683, -2.435, 1.298], [-1.532, -1.165, 1.977], [-2.353, -2.406, 0.840], [-2.251, 0.325, -1.457], [-3.162, -1.016, -1.107], [-2.790, 0.420, 0.261], [2.496, 1.729, -0.648], [2.863, 0.975, 0.815]], "molar_mass_g_mol": 129.19, "homo_lumo_gap_ha": 0.34734, "charge": 1}



Which one is most stable, and which one is least stable? #A is the most stable of them, while #B is the least stable.



#A
{"formula": "H6O3Tl", "method": "wB97M-V/def2-TZVPD", "elements": ["Tl", "O", "H", "H", "O", "H", "H", "O", "H", "H"], "coordinates": [[-25.567, -14.308, -11.115], [-23.616, -15.311, -10.704], [-23.084, -15.319, -9.909], [-23.609, -16.219, -11.007], [-26.893, -14.283, -9.326], [-27.314, -15.125, -9.151], [-27.073, -13.758, -8.546], [-27.154, -15.712, -11.144], [-28.100, -15.637, -11.266], [-26.995, -16.654, -11.077]], "molar_mass_g_mol": 258.43, "homo_lumo_gap_ha": 0.28887, "charge": 3}



#B
{"formula": "H6O3Tl", "method": "wB97M-V/def2-TZVPD", "elements": ["Tl", "O", "H", "H", "O", "H", "H", "O", "H", "H"], "coordinates": [[-0.079, -0.055, -0.813], [-1.935, 1.802, 0.352], [-1.543, 2.497, 0.942], [-2.892, 2.055, 0.245], [2.555, 0.673, -0.685], [2.752, 1.597, -0.984], [3.374, 0.361, -0.214], [-0.619, -2.595, 0.363], [-1.010, -3.060, 1.154], [-0.602, -3.274, -0.360]], "molar_mass_g_mol": 258.43, "homo_lumo_gap_ha": 0.15709, "charge": 3}



Which one is most stable, and which one is least stable? #A is the most stable of them, while #B is the least stable.



#A
{"formula": "C3H12O4", "method": "wB97M-V/def2-TZVPD", "elements": ["C", "C", "C", "O", "H", "H", "H", "H", "H", "H", "O", "H", "H", "O", "H", "H", "O", "H", "H"], "coordinates": [[2.997, -0.872, 0.611], [2.600, -2.141, -0.116], [3.414, -2.678, -1.002], [3.095, -3.855, -1.685], [2.648, -0.827, 1.636], [4.096, -0.778, 0.740], [2.637, 0.007, 0.079], [1.572, -2.439, -0.064], [4.480, -2.544, -0.961], [2.611, -4.482, -1.129], [-3.009, 4.480, -0.374], [-3.610, 3.743, -0.206], [-3.000, 5.029, 0.415], [-1.867, 0.535, -0.649], [-1.397, 0.167, -1.409], [-1.675, -0.210, -0.061], [-5.273, 2.528, 1.134], [-5.519, 1.606, 1.094], [-4.803, 2.733, 1.946]], "molar_mass_g_mol": 112.12, "homo_lumo_gap_ha": 0.35877, "charge": 0}



#B
{"formula": "C3H12O4", "method": "wB97M-V/def2-TZVPD", "elements": ["C", "C", "C", "O", "H", "H", "H", "H", "H", "H", "O", "H", "H", "O", "H", "H", "O", "H", "H"], "coordinates": [[0.480, 1.106, -1.457], [1.476, 1.424, -0.430], [1.000, 0.781, 0.915], [1.482, -0.244, 1.371], [0.768, 1.315, -2.558], [-0.413, 1.547, -1.346], [0.306, 0.041, -1.294], [2.449, 1.058, -0.681], [1.722, 2.568, -0.140], [0.131, 1.275, 1.439], [-2.465, -1.260, -1.582], [-1.854, -1.978, -1.263], [-2.008, -0.797, -2.276], [-1.389, 0.543, 3.349], [-1.287, -0.238, 2.774], [-0.770, 0.475, 4.034], [-0.229, -2.314, -0.437], [-0.117, -3.166, 0.053], [0.719, -2.136, -0.470]], "molar_mass_g_mol": 112.12, "homo_lumo_gap_ha": 0.38272, "charge": 0}



#C
{"formula": "C3H12O4", "method": "wB97M-V/def2-TZVPD", "elements": ["C", "C", "C", "O", "H", "H", "H", "H", "H", "H", "O", "H", "H", "O", "H", "H", "O", "H", "H"], "coordinates": [[0.909, 1.092, 2.571], [0.317, 1.898, 1.418], [0.059, 1.113, 0.225], [-1.020, 0.943, -0.324], [1.862, 0.387, 2.304], [0.161, 0.416, 2.971], [1.193, 1.748, 3.409], [-0.733, 2.516, 1.477], [0.998, 2.674, 1.383], [0.772, 0.756, -0.566], [-0.427, -2.129, -2.304], [-1.208, -1.764, -1.747], [-0.364, -1.714, -3.212], [2.082, -1.465, -1.537], [1.177, -1.760, -1.931], [2.381, -2.316, -1.851], [-2.982, -0.966, -1.029], [-2.466, -1.406, -0.308], [-2.709, -0.021, -0.948]], "molar_mass_g_mol": 112.12, "homo_lumo_gap_ha": 0.39249, "charge": 0}



#D
{"formula": "C3H12O4", "method": "wB97M-V/def2-TZVPD", "elements": ["O", "C", "C", "C", "H", "H", "H", "H", "H", "H", "H", "H", "O", "H", "H", "O", "H", "H", "O"], "coordinates": [[-2.006, 0.117, 0.235], [-0.795, 0.579, -0.239], [0.387, 0.498, 0.705], [-0.054, 0.465, 2.238], [-0.564, 0.228, -1.270], [0.984, -0.434, 0.446], [1.107, 1.312, 0.567], [-0.635, 1.365, 2.533], [-0.725, -0.375, 2.029], [0.826, 0.138, 2.785], [1.559, 0.473, -1.882], [3.266, -0.724, -1.022], [2.304, -0.727, -1.116], [-1.768, -1.014, 0.547], [-2.309, -2.708, 0.367], [-1.621, -2.145, 0.743], [1.752, 1.725, -2.914], [-1.144, 1.645, -0.424], [1.317, 1.404, -2.122]], "molar_mass_g_mol": 112.12, "homo_lumo_gap_ha": 0.14322, "charge": 0}



Which one is most stable, and which one is least stable? #B is the most stable of them, while #D is the least stable.



#A
{"formula": "C3H12O4", "method": "wB97M-V/def2-TZVPD", "elements": ["C", "C", "C", "O", "H", "H", "H", "H", "H", "H", "O", "H", "H", "O", "H", "H", "O", "H", "H"], "coordinates": [[1.768, -0.944, 1.703], [0.871, -0.086, 1.174], [1.076, 1.112, 0.328], [-0.433, -0.444, 1.197], [2.771, -0.626, 1.934], [1.750, -1.946, 1.364], [2.070, 1.315, -0.024], [0.459, 1.039, -0.570], [0.577, 1.933, 0.860], [-0.476, -1.269, 1.704], [3.002, -3.156, -2.997], [2.252, -3.159, -3.605], [3.343, -2.261, -3.114], [-2.602, 2.722, 1.765], [-3.058, 1.881, 1.852], [-1.931, 2.704, 2.461], [-2.838, 0.577, -2.288], [-3.700, 0.961, -2.124], [-2.157, 1.162, -1.956]], "molar_mass_g_mol": 112.12, "homo_lumo_gap_ha": 0.32777, "charge": 0}



#B
{"formula": "C3H12O4", "method": "wB97M-V/def2-TZVPD", "elements": ["C", "C", "C", "O", "H", "H", "H", "H", "H", "H", "O", "H", "H", "O", "H", "H", "O", "H", "H"], "coordinates": [[-1.320, 0.760, 0.965], [-0.408, 0.055, 1.632], [0.949, -0.478, 1.182], [-0.749, -0.421, 2.929], [-1.293, 0.932, -0.098], [-2.167, 0.989, 1.598], [1.536, -0.750, 2.055], [1.343, 0.380, 0.646], [0.706, -1.469, 0.800], [-0.885, 0.390, 3.442], [-0.681, -3.059, -2.294], [-0.134, -3.586, -1.714], [-1.518, -3.403, -1.944], [1.901, 2.979, 1.059], [2.646, 3.295, 1.533], [1.193, 3.540, 1.306], [-0.213, 0.275, -4.223], [-1.115, -0.056, -4.097], [0.211, -0.373, -4.776]], "molar_mass_g_mol": 112.12, "homo_lumo_gap_ha": 0.35386, "charge": 0}



#C
{"formula": "C3H12O4", "method": "wB97M-V/def2-TZVPD", "elements": ["C", "C", "C", "O", "H", "H", "H", "H", "H", "H", "O", "H", "H", "O", "H", "H", "O", "H", "H"], "coordinates": [[1.958, -2.041, 1.796], [2.013, -0.838, 1.253], [2.081, -0.607, -0.222], [1.294, 0.540, -0.522], [1.921, -2.173, 2.866], [2.002, -2.891, 1.139], [2.155, 0.027, 1.858], [1.729, -1.489, -0.758], [3.115, -0.414, -0.525], [1.528, 0.946, -1.362], [-0.288, 0.022, -3.261], [-0.539, 0.167, -2.342], [-0.797, 0.689, -3.739], [-1.874, 0.063, -0.542], [-0.962, -0.156, -0.330], [-2.471, -0.679, -0.428], [-3.638, 2.251, 2.233], [-3.187, 1.690, 1.598], [-4.488, 2.457, 1.831]], "molar_mass_g_mol": 112.12, "homo_lumo_gap_ha": 0.39145, "charge": 0}



Which one is most stable, and which one is least stable? #C is the most stable of them, while #A is the least stable.



#A
{"formula": "C2H3IN2", "method": "wB97M-V/def2-TZVPD", "elements": ["C", "C", "N", "N", "I", "H", "H", "H"], "coordinates": [[0.796, -0.339, 0.148], [-1.124, 0.552, -0.237], [0.825, -1.663, 0.030], [0.739, -1.272, 1.157], [2.388, 0.916, -0.310], [-1.495, -0.165, -0.953], [-0.799, 1.397, -0.688], [-1.329, 0.574, 0.853]], "molar_mass_g_mol": 181.96, "homo_lumo_gap_ha": 0.34420, "charge": 0}



#B
{"formula": "C2H3IN2", "method": "wB97M-V/def2-TZVPD", "elements": ["C", "C", "N", "N", "I", "H", "H", "H"], "coordinates": [[-0.141, -0.300, -0.750], [-0.004, 0.512, 0.387], [0.472, 0.010, -1.826], [-0.615, -0.635, 2.022], [1.000, 2.250, 0.579], [-0.766, -1.183, -0.589], [0.372, -0.650, -2.593], [-0.317, -0.005, 2.770]], "molar_mass_g_mol": 181.96, "homo_lumo_gap_ha": [0.22901, 0.23045], "charge": 0}



#C
{"formula": "C2H3IN2", "method": "wB97M-V/def2-TZVPD", "elements": ["N", "C", "C", "N", "I", "H", "H", "H"], "coordinates": [[-1.554, -0.707, -1.195], [-0.638, -0.465, -0.434], [0.477, 0.079, 0.025], [1.667, -0.462, 0.339], [3.389, 0.567, -0.305], [-2.273, -1.311, -1.334], [0.237, 0.931, 0.695], [1.726, -0.428, 1.321]], "molar_mass_g_mol": 181.96, "homo_lumo_gap_ha": 0.30207, "charge": 0}



Which one is most stable, and which one is least stable? #C is the most stable of them, while #B is the least stable.